Record 1
{
  "formula": "C28H34CoNO",
  "method": "wB97M-V/def2-TZVPD",
  "s_squared": 6.059,
  "e_lumo_ev": [0.468, -1.046],
  "e_above_lowest_ev": 0.000,
  "charge": 0,
  "spin_multiplicity": 5,
  "e_homo_ev": [-6.590, -7.255],
  "elements": ["C", "C", "C", "H", "C", "C", "H", "C", "C", "C", "H", "C", "C", "H", "H", "H", "H", "H", "H", "Co", "C", "C", "C", "H", "H", "H", "H", "H", "H", "C", "C", "H", "H", "O", "N", "C", "H", "C", "C", "H", "C", "H", "C", "H", "C", "H", "C", "H", "H", "H", "C", "C", "C", "C", "C", "C", "H", "H", "H", "H", "H", "H", "H", "H", "H"],
  "xyz": [[2.5647, -0.6339, 2.0572], [3.0456, -1.1708, 0.8473], [2.7441, -0.2615, -0.1924], [3.6029, -2.0935, 0.7215], [2.0431, 0.8522, 0.3384], [1.9149, 0.6338, 1.7917], [1.8861, 1.8072, -0.1428], [-0.3610, -1.9501, 1.9884], [0.4083, -2.9864, 1.3557], [0.0954, -3.0430, -0.0154], [1.1248, -3.6322, 1.8536], [-0.9447, -2.1202, -0.2771], [-1.3038, -1.4647, 0.9684], [2.9736, -0.3961, -1.2540], [1.6549, 1.4075, 2.5131], [2.6951, -1.0595, 3.0627], [-2.2485, -0.9783, 1.1424], [0.4604, -3.7676, -0.7558], [-0.4733, -1.7620, 3.0708], [0.2777, -0.2793, 1.1651], [-1.7859, -2.0224, -1.5243], [-3.1130, -2.7414, -1.2274], [-1.0874, -2.6777, -2.7258], [-2.9240, -3.7892, -0.9790], [-3.7615, -2.7054, -2.1064], [-3.6318, -2.2643, -0.3869], [-0.9702, -3.7519, -2.5374], [-0.1005, -2.2239, -2.9183], [-1.7204, -2.5685, -3.6178], [-2.1269, -0.5373, -1.8609], [-0.9321, 0.3470, -2.1189], [-2.6874, -0.0950, -1.0108], [-2.7888, -0.5258, -2.7585], [0.0152, 0.4885, -1.3243], [-0.8351, 0.9531, -3.3139], [0.1884, 2.0059, -3.4392], [-1.6532, 1.0126, -3.9221], [1.5748, 1.4511, -3.6723], [2.7184, 2.0500, -3.1455], [2.6064, 2.9526, -2.5477], [3.9906, 1.5291, -3.3887], [4.8731, 2.0332, -3.0034], [4.1281, 0.3954, -4.1911], [5.1102, -0.0076, -4.4000], [2.9956, -0.2544, -4.6724], [3.0742, -1.1434, -5.2870], [1.7332, 0.2951, -4.4181], [0.8402, -0.1807, -4.8080], [0.1942, 2.6181, -2.5300], [-0.0924, 2.6364, -4.2842], [-3.0896, 2.5436, 4.2143], [-1.6945, 1.9453, 4.3516], [-0.7086, 2.9977, 4.8548], [-1.7232, 0.7343, 5.2971], [-1.2134, 1.4870, 3.0574], [-0.7177, 0.8322, 2.1453], [-3.4436, 2.8907, 5.1943], [-3.7897, 1.8077, 3.8145], [-3.0823, 3.3717, 3.5036], [-0.9969, 3.3356, 5.8600], [0.2985, 2.5751, 4.8791], [-0.6633, 3.8322, 4.1505], [-2.4071, -0.0332, 4.9249], [-0.7422, 0.2527, 5.3275], [-2.0186, 1.0465, 6.3069]],
  "lowdin_charge": [-0.121, -0.136, -0.103, 0.095, -0.163, -0.254, 0.097, -0.194, -0.075, -0.048, 0.110, -0.191, -0.182, 0.097, 0.100, 0.111, 0.110, 0.111, 0.127, 0.633, -0.495, -0.030, -0.036, 0.097, 0.086, 0.089, 0.085, 0.094, 0.089, -0.043, -0.432, 0.140, 0.129, 0.029, 0.075, -0.115, 0.150, -0.225, -0.050, 0.114, -0.081, 0.105, -0.096, 0.098, -0.076, 0.100, -0.050, 0.105, 0.128, 0.129, -0.063, -0.654, -0.059, -0.050, -0.084, -0.082, 0.085, 0.082, 0.083, 0.086, 0.082, 0.086, 0.084, 0.083, 0.085]
}

---

Record 2
{
  "formula": "C28H35B3O15",
  "method": "wB97M-V/def2-TZVPD",
  "e_lumo_ev": -1.608,
  "smiles": "O=C1C=C(O)C(=O)C=C1O.O=C1C=C(O)C(=O)C=C1O.O=C1C=C(O)C(=O)C=C1O.CCCCCCCCCCB1OBOBO1",
  "charge": 0,
  "e_homo_ev": -9.577,
  "elements": ["O", "C", "C", "C", "O", "C", "O", "C", "C", "O", "H", "H", "H", "H", "O", "C", "C", "C", "O", "C", "O", "C", "C", "O", "H", "H", "H", "H", "O", "C", "C", "C", "O", "C", "O", "C", "C", "O", "H", "H", "H", "H", "C", "C", "C", "C", "C", "C", "C", "C", "C", "C", "B", "O", "B", "O", "B", "O", "H", "H", "H", "H", "H", "H", "H", "H", "H", "H", "H", "H", "H", "H", "H", "H", "H", "H", "H", "H", "H", "H", "H"],
  "xyz": [[2.0577, -2.4395, -1.4098], [1.2416, -3.0817, -0.7743], [0.0008, -3.5878, -1.3393], [-0.8503, -4.2707, -0.5639], [-2.0000, -4.7626, -1.0093], [-0.5677, -4.5341, 0.8879], [-1.4018, -5.1483, 1.5255], [0.6817, -4.0420, 1.4489], [1.5331, -3.3580, 0.6741], [2.6857, -2.8711, 1.1194], [-0.1939, -3.3915, -2.3843], [-2.4221, -5.2047, -0.2448], [0.8798, -4.2453, 2.4916], [3.1005, -2.4092, 0.3620], [5.9714, 7.4232, 2.0367], [5.0551, 6.6577, 1.8051], [5.0985, 5.2313, 2.0909], [4.0455, 4.4626, 1.7875], [4.0132, 3.1544, 2.0160], [2.8065, 5.0263, 1.1526], [1.9023, 4.2534, 0.8936], [2.7550, 6.4539, 0.8828], [3.8069, 7.2239, 1.1889], [3.8335, 8.5331, 0.9739], [5.9955, 4.8356, 2.5453], [3.1417, 2.8421, 1.6990], [1.8538, 6.8506, 0.4374], [4.7098, 8.8419, 1.2816], [-6.7659, -3.1962, -0.6450], [-7.4519, -3.2038, 0.3573], [-8.4457, -4.2321, 0.6405], [-9.1704, -4.1679, 1.7631], [-10.0919, -5.0695, 2.0865], [-8.9969, -3.0574, 2.7571], [-9.7072, -3.0645, 3.7459], [-7.9936, -2.0411, 2.4871], [-7.2631, -2.0998, 1.3645], [-6.3367, -1.1947, 1.0770], [-8.5639, -5.0275, -0.0815], [-10.4641, -4.7798, 2.9438], [-7.8689, -1.2542, 3.2173], [-5.9362, -1.4057, 0.2056], [5.8635, -1.6331, 0.2691], [5.9744, -1.4809, -1.2455], [5.6013, -0.1141, -1.8085], [4.3511, 0.5506, -1.2178], [3.5351, 1.3497, -2.2538], [2.0408, 0.9932, -2.2263], [1.2560, 1.9081, -1.2592], [0.3724, 1.0756, -0.3179], [-0.8442, 1.8157, 0.2095], [-1.9226, 2.0604, -0.8439], [-2.6057, 0.7344, -1.3192], [-2.4315, -0.4474, -0.6178], [-3.4448, -1.3500, -0.7536], [-4.6778, -0.9006, -1.2021], [-4.5602, -0.0336, -2.2722], [-3.4173, 0.6888, -2.4497], [5.0195, -1.1047, 0.7004], [5.7174, -2.6851, 0.5010], [6.7697, -1.3469, 0.7873], [7.0186, -1.6456, -1.4996], [5.4333, -2.2788, -1.7391], [6.4293, 0.5796, -1.7085], [5.4481, -0.2392, -2.8763], [3.7069, -0.1454, -0.6887], [4.6947, 1.2622, -0.4697], [3.9628, 1.1507, -3.2334], [3.6450, 2.4135, -2.0805], [1.9455, -0.0367, -1.9141], [1.6324, 1.1119, -3.2259], [0.6170, 2.5584, -1.8460], [1.9302, 2.5178, -0.6824], [0.9732, 0.7889, 0.5441], [0.0825, 0.1637, -0.8301], [-1.2825, 1.2710, 1.0401], [-0.5040, 2.7604, 0.6284], [-2.7073, 2.6779, -0.3997], [-1.5461, 2.6169, -1.6950], [-3.2324, -2.4893, -0.5083], [-5.4612, 0.0974, -3.0285]],
  "lowdin_charge": [0.096, -0.305, 0.080, -0.249, 0.102, -0.312, 0.111, 0.079, -0.231, 0.108, 0.139, 0.125, 0.136, 0.094, 0.110, -0.314, 0.077, -0.235, 0.112, -0.303, 0.094, 0.079, -0.238, 0.117, 0.136, 0.115, 0.136, 0.123, 0.122, -0.308, 0.074, -0.243, 0.111, -0.318, 0.104, 0.074, -0.228, 0.114, 0.134, 0.120, 0.135, 0.086, -0.107, -0.249, -0.206, -0.199, -0.191, -0.181, -0.178, -0.197, -0.210, -0.049, -0.516, 0.278, -0.339, 0.191, -0.333, 0.276, 0.053, 0.069, 0.071, 0.099, 0.099, 0.110, 0.098, 0.085, 0.101, 0.096, 0.101, 0.071, 0.108, 0.104, 0.073, 0.115, 0.098, 0.111, 0.106, 0.125, 0.108, 0.126, 0.121]
}

---

Record 3
{
  "formula": "C28H35CaN6O4PS",
  "method": "wB97M-V/def2-TZVPD",
  "e_lumo_ev": 0.187,
  "e_above_lowest_ev": 1.300,
  "charge": 0,
  "e_homo_ev": -6.787,
  "elements": ["Ca", "C", "O", "C", "C", "C", "C", "C", "C", "N", "N", "C", "O", "C", "C", "C", "C", "C", "C", "C", "O", "H", "H", "H", "H", "H", "H", "H", "H", "H", "H", "H", "H", "C", "N", "C", "P", "O", "N", "C", "C", "N", "C", "C", "H", "H", "H", "H", "H", "H", "H", "H", "H", "H", "H", "H", "H", "H", "H", "H", "H", "H", "S", "C", "N", "C", "C", "C", "C", "C", "C", "H", "H", "H", "H", "H"],
  "xyz": [[0.4434, -0.3980, -1.6426], [-0.1153, -4.8849, -2.4016], [1.1332, -5.4496, -1.9511], [1.8891, -4.7263, -1.0224], [2.8045, -5.6015, -0.3472], [3.8435, -5.0669, 0.3773], [3.9249, -3.6906, 0.5215], [3.0266, -2.8015, -0.1256], [3.2567, -1.3389, -0.0535], [2.4189, -0.4195, -0.3458], [2.8659, 0.8738, -0.0947], [2.4733, 1.7152, -1.0602], [2.0265, 1.3065, -2.2324], [2.7759, 3.1949, -0.8387], [3.0136, 3.6787, 0.4695], [3.0580, 5.0824, 0.7395], [3.0173, 6.0196, -0.3118], [2.8700, 5.5007, -1.5734], [2.7034, 4.1736, -1.8510], [1.9535, -3.2827, -0.8947], [1.1288, -2.4678, -1.4573], [0.0673, -4.1208, -3.1921], [-0.6080, -4.3312, -1.5991], [-0.7334, -5.7537, -2.7124], [2.6145, -6.6851, -0.4936], [4.6037, -5.6892, 0.8967], [4.7100, -3.2035, 1.1084], [4.1929, -1.1316, 0.4249], [3.1099, 2.9794, 1.3222], [3.1987, 5.4890, 1.7842], [3.0902, 7.0621, -0.0983], [2.6699, 6.1926, -2.3808], [2.5231, 3.7525, -2.8585], [-3.9049, 3.1394, 0.7796], [-3.4710, 2.1398, -0.1747], [-4.2076, 2.1753, -1.4082], [-1.8097, 1.7826, -0.1691], [-1.4948, 0.9580, -1.4552], [-0.9044, 3.2007, -0.1402], [-0.7104, 4.0136, -1.3105], [-0.5113, 3.9240, 1.0842], [-1.4867, 1.0520, 1.2708], [-0.0650, 0.7750, 1.5060], [-2.4053, 0.3592, 2.1285], [-4.9790, 3.3887, 0.6896], [-3.3952, 4.1067, 0.6900], [-3.8051, 2.7816, 1.8230], [-5.0916, 1.5283, -1.4177], [-3.5767, 1.7594, -2.1680], [-4.5362, 3.1705, -1.6294], [-1.0582, 3.5138, -2.2073], [0.3426, 4.2116, -1.4442], [-1.1954, 5.0273, -1.2357], [0.4352, 4.4349, 0.8838], [-0.3661, 3.3192, 1.9403], [-1.2274, 4.7597, 1.4087], [0.5365, 1.0876, 0.6418], [0.0759, -0.2630, 1.7107], [0.2791, 1.2997, 2.4338], [-3.4133, 0.3611, 1.7024], [-2.4975, 0.7594, 3.1576], [-2.1258, -0.7092, 2.2044], [-3.5250, -3.7831, -0.8105], [-2.6409, -2.2945, -1.1669], [-1.6054, -2.0580, -0.4552], [-1.4289, -3.0548, 0.5032], [-0.3913, -3.2452, 1.4671], [-0.4827, -4.3019, 2.3202], [-1.5471, -5.2238, 2.3153], [-2.4614, -5.1938, 1.2842], [-2.3797, -4.1098, 0.4336], [-2.9297, -1.6526, -1.9824], [0.5297, -2.6685, 1.3834], [0.2258, -4.4238, 3.1143], [-1.5597, -6.0053, 3.0790], [-3.1849, -6.0191, 1.1141]],
  "lowdin_charge": [1.453, -0.071, -0.114, -0.163, -0.025, -0.130, -0.071, -0.154, -0.069, -0.132, 0.024, -0.475, -0.219, -0.147, -0.044, -0.091, -0.096, -0.122, -0.069, -0.351, -0.293, 0.093, 0.046, 0.098, 0.122, 0.106, 0.102, 0.110, 0.108, 0.113, 0.092, 0.104, 0.127, -0.123, -0.297, -0.118, 0.632, -0.459, -0.276, -0.097, -0.089, -0.295, -0.093, -0.109, 0.094, 0.072, 0.080, 0.087, 0.058, 0.078, 0.083, 0.052, 0.105, 0.064, 0.048, 0.102, 0.045, 0.061, 0.106, 0.079, 0.094, 0.080, 1.050, -0.431, 0.009, -0.301, -0.014, -0.077, -0.072, -0.103, -0.512, 0.076, 0.109, 0.104, 0.110, 0.124]
}

---

Record 4
{
  "formula": "C28H35Cl5N2NiO3PSSi",
  "method": "wB97M-V/def2-TZVPD",
  "s_squared": 3.788,
  "e_lumo_ev": [4.092, 3.344],
  "e_above_lowest_ev": 0.294,
  "charge": -2,
  "spin_multiplicity": 4,
  "e_homo_ev": [-0.025, -1.884],
  "elements": ["Ni", "O", "N", "C", "C", "C", "C", "C", "S", "H", "H", "H", "H", "Cl", "Si", "Cl", "Cl", "C", "C", "C", "P", "C", "C", "C", "C", "C", "C", "H", "H", "H", "H", "H", "H", "H", "H", "H", "H", "H", "H", "H", "H", "H", "H", "H", "H", "H", "H", "H", "Cl", "C", "C", "C", "C", "C", "Cl", "C", "N", "C", "C", "C", "C", "C", "C", "C", "C", "O", "O", "H", "H", "H", "H", "H", "H", "H", "H", "H", "H"],
  "xyz": [[-0.7008, 0.6014, -0.2348], [0.7933, -0.2288, -1.4521], [1.6570, -1.0745, -1.9390], [2.1468, -0.7248, -3.2278], [3.0737, -1.4852, -3.8572], [3.5951, -2.6644, -3.2666], [3.1435, -2.9866, -1.9650], [2.2250, -2.2090, -1.2614], [1.8412, -2.5358, 0.3536], [1.7054, 0.1646, -3.6491], [3.4123, -1.1635, -4.8353], [4.3431, -3.2680, -3.7646], [3.5164, -3.8621, -1.4535], [-3.2544, 3.0764, 0.9825], [-2.7426, 1.5822, -0.5490], [-4.6621, 0.6394, -0.4719], [-3.1299, 2.8677, -2.2807], [-0.1954, 4.7821, -0.1014], [0.8627, 3.9053, 0.5832], [0.4538, 3.6658, 2.0428], [1.0141, 2.2721, -0.2824], [1.6972, 2.7458, -1.9631], [2.3885, 4.1040, -2.1055], [0.5980, 2.5842, -3.0238], [2.5208, 1.4991, 0.5006], [2.1145, 0.5702, 1.6544], [3.6212, 2.4579, 0.9468], [-0.0986, 5.8170, 0.2489], [-1.1955, 4.4366, 0.1476], [-0.1163, 4.7829, -1.1890], [1.8271, 4.4224, 0.5532], [-0.4203, 3.0100, 2.0841], [0.1813, 4.6120, 2.5226], [1.2543, 3.2066, 2.6273], [2.4497, 1.9750, -2.1530], [1.6817, 4.9311, -2.0275], [2.8503, 4.1610, -3.0968], [3.1718, 4.2556, -1.3598], [-0.2146, 3.3024, -2.8798], [0.1553, 1.5897, -2.9558], [1.0099, 2.7249, -4.0321], [2.9140, 0.8684, -0.2998], [1.8572, 1.1390, 2.5534], [2.9293, -0.1173, 1.9013], [1.2541, -0.0412, 1.3884], [3.2883, 3.0892, 1.7757], [3.9643, 3.1070, 0.1364], [4.4841, 1.8819, 1.2973], [-6.5246, -1.9376, 1.3107], [-6.4784, -3.5582, 1.8987], [-7.5587, -4.0169, 2.6275], [-7.5250, -5.2832, 3.1844], [-6.4006, -6.0788, 3.0425], [-5.3349, -5.6124, 2.2988], [-3.9582, -6.6476, 2.1009], [-5.3416, -4.3555, 1.6733], [-4.2433, -3.9628, 0.9037], [-4.3564, -3.4901, -0.4096], [-5.4802, -3.7513, -1.1990], [-5.5496, -3.3120, -2.5128], [-4.4869, -2.6221, -3.0710], [-3.3577, -2.3922, -2.2959], [-3.2593, -2.8207, -0.9787], [-1.9584, -2.6144, -0.2361], [-1.9681, -1.8260, 1.1005], [-2.4942, -2.4010, 2.0859], [-1.3924, -0.6987, 1.1463], [-8.4113, -3.3646, 2.7674], [-8.3785, -5.6485, 3.7441], [-6.3464, -7.0644, 3.4850], [-3.4833, -3.4947, 1.4558], [-6.3121, -4.3000, -0.7735], [-6.4459, -3.5017, -3.0940], [-4.5351, -2.2523, -4.0882], [-2.5128, -1.8600, -2.7221], [-1.2612, -2.1168, -0.9028], [-1.5414, -3.5884, 0.0341]],
  "lowdin_charge": [0.038, -0.219, -0.184, -0.082, -0.142, -0.166, -0.195, -0.716, 0.668, 0.085, 0.088, 0.058, 0.070, 0.029, -0.402, 0.071, -0.001, -0.127, -0.541, -0.124, 1.082, -0.513, -0.120, -0.147, -0.517, -0.150, -0.118, 0.078, 0.003, 0.043, 0.086, 0.055, 0.075, 0.047, 0.086, 0.059, 0.073, 0.049, 0.038, 0.042, 0.074, 0.092, 0.064, 0.062, 0.005, 0.062, 0.052, 0.075, 0.745, -0.585, -0.129, -0.110, -0.137, -0.589, 0.681, -0.292, 0.056, -0.226, -0.066, -0.117, -0.115, -0.055, -0.156, -0.053, -0.602, -0.032, -0.126, 0.095, 0.095, 0.092, 0.083, 0.100, 0.088, 0.089, 0.113, 0.084, 0.125]
}

---

For the records above, the corresponding M values read 459.5 644.0 622.7 774.7 g/mol.
For the records above, the corresponding max |F| values read 4.50 1.27 2.72 0.83 eV Å⁻¹.